Entry 1:
DFT (the ωB97M-V functional and the def2-TZVPD basis) results for C20H33BrN9O2V as an isolated structure in a non-equilibrium geometry.

```
66
Properties=species:S:1:pos:R:3:lowdin_charge:R:1
V 0.69 0.33 -0.18 0.645
O 0.21 -3.14 -1.61 0.105
C -0.12 -1.99 -1.47 -0.490
N -0.21 -1.35 -0.21 -0.094
C -0.26 -2.36 0.86 -0.150
C -1.03 -1.99 2.10 -0.256
C -1.26 -2.99 3.04 -0.011
C -1.91 -2.68 4.22 -0.050
C -2.33 -1.37 4.42 -0.056
C -2.07 -0.44 3.43 -0.140
N -1.43 -0.74 2.29 0.083
C -0.48 -1.16 -2.68 -0.236
C 0.21 -1.40 -3.87 -0.006
C -0.15 -0.68 -4.99 -0.050
C -1.20 0.23 -4.89 -0.047
C -1.83 0.38 -3.66 -0.138
N -1.48 -0.30 -2.57 0.110
H 0.76 -2.62 1.17 0.132
H -0.68 -3.27 0.45 0.129
H -0.92 -4.00 2.84 0.125
H -2.09 -3.44 4.96 0.114
H -2.84 -1.07 5.33 0.107
H -2.39 0.59 3.54 0.094
H 1.00 -2.14 -3.88 0.131
H 0.36 -0.83 -5.93 0.119
H -1.53 0.80 -5.74 0.110
H -2.67 1.06 -3.56 0.109
N 1.45 -0.28 3.93 0.240
C 1.19 0.23 2.74 -0.494
O 1.37 -0.43 1.70 -0.138
C 0.66 1.62 2.56 -0.151
C 0.96 1.96 1.12 -0.170
H 1.78 -1.22 4.01 0.136
H 1.32 0.27 4.77 0.129
H 1.10 2.31 3.29 0.130
H -0.42 1.59 2.74 0.090
H 2.04 2.07 0.95 0.076
H 0.46 2.86 0.79 0.048
C 1.93 4.13 -3.41 -0.032
N 1.34 2.84 -3.06 -0.127
C 2.11 1.68 -3.49 -0.068
C 0.25 2.75 -2.27 -0.395
N 0.04 1.75 -1.42 0.027
N -0.67 3.74 -2.40 -0.142
C -1.63 4.00 -1.34 -0.047
C -1.02 4.30 -3.70 -0.038
H 2.98 4.13 -3.08 0.101
H 1.41 4.94 -2.90 0.092
H 1.91 4.30 -4.48 0.097
H 2.43 1.86 -4.51 0.102
H 1.48 0.79 -3.46 0.043
H 2.98 1.51 -2.86 0.033
H -0.96 1.70 -1.18 0.029
H -1.17 3.79 -0.38 0.070
H -2.53 3.40 -1.44 0.089
H -1.91 5.05 -1.37 0.102
H -0.43 3.83 -4.48 0.088
H -0.87 5.38 -3.73 0.097
H -2.08 4.09 -3.90 0.095
N -2.76 2.08 1.41 -0.039
N -2.43 1.24 0.31 -0.064
H -3.73 1.96 1.69 0.079
H -2.65 3.04 1.13 0.048
H -3.22 1.12 -0.32 0.080
H -2.20 0.33 0.70 0.024
Br 2.79 -0.44 -0.95 0.375
```

Results
* total charge: +1
* frontier orbital gap (alpha / beta): 8.01 / 8.72 eV
* maximum force: 0.021 Eh/bohr
* 2S+1: 2
* energy relative to the best compared isomer or geometry (same formula, charge and spin): 116.4 kJ/mol
* ⟨S²⟩: 0.80

=====

Entry 2:
DFT (the ωB97M-V functional and the def2-TZVPD basis) results for a 4-piece molecular cluster, C20H33F3O9 overall in a non-equilibrium geometry.

```
65
Properties=species:S:1:pos:R:3:lowdin_charge:R:1
C -1.31 0.45 0.64 -0.110
O -1.25 1.83 0.15 -0.260
C -0.25 2.01 -0.91 -0.153
C -0.55 1.10 -2.27 -0.170
O 0.73 0.49 -2.67 -0.218
C 0.89 -0.87 -2.10 -0.194
C 2.47 -1.26 -1.80 -0.105
C 3.04 -0.65 -0.38 -0.185
O 2.84 -1.59 0.74 -0.190
C 3.73 -1.27 1.89 -0.060
C 2.86 -0.30 2.89 -0.193
F 3.28 1.13 2.74 -0.011
F 1.42 -0.52 2.54 -0.002
F 3.00 -0.62 4.33 0.003
H -1.99 -0.20 -0.06 0.080
H -1.71 0.34 1.74 0.113
H -0.21 0.03 0.65 0.085
H 0.80 1.61 -0.50 0.115
H -0.07 3.13 -1.24 0.137
H -1.44 0.36 -2.15 0.127
H -0.88 1.89 -3.10 0.134
H 0.55 -1.62 -2.97 0.136
H 0.18 -1.10 -1.19 0.122
H 3.10 -0.71 -2.66 0.135
H 2.65 -2.43 -1.84 0.134
H 4.22 -0.54 -0.52 0.118
H 2.63 0.44 -0.17 0.133
H 4.71 -0.71 1.59 0.125
H 4.02 -2.25 2.49 0.161
O -3.43 -3.57 -1.02 0.100
C -4.06 -3.05 -0.11 -0.452
C -5.26 -3.65 0.57 -0.082
C -5.83 -2.46 1.29 -0.159
C -4.62 -1.62 1.57 -0.173
O -3.73 -1.86 0.47 0.001
H -4.93 -4.43 1.26 0.136
H -5.96 -4.05 -0.17 0.134
H -6.39 -2.73 2.20 0.122
H -6.52 -1.92 0.63 0.115
H -4.11 -1.91 2.49 0.131
H -4.86 -0.55 1.62 0.109
O 6.42 0.75 -2.13 0.108
C 7.00 0.69 -1.06 -0.455
C 8.24 1.44 -0.70 -0.083
C 8.72 0.70 0.53 -0.166
C 7.43 0.19 1.12 -0.178
O 6.58 -0.06 0.00 -0.010
H 7.98 2.48 -0.47 0.139
H 8.98 1.39 -1.50 0.134
H 9.29 1.33 1.22 0.123
H 9.35 -0.14 0.23 0.125
H 6.95 0.92 1.77 0.132
H 7.58 -0.74 1.68 0.131
O -8.09 0.43 -0.78 0.101
C -7.06 1.09 -0.67 -0.454
C -6.98 2.58 -0.71 -0.085
C -5.50 2.81 -0.91 -0.160
C -4.89 1.61 -0.23 -0.169
O -5.83 0.55 -0.42 0.007
H -7.33 2.99 0.24 0.137
H -7.56 2.98 -1.55 0.132
H -5.14 3.76 -0.50 0.124
H -5.26 2.79 -1.98 0.126
H -4.75 1.76 0.84 0.132
H -3.93 1.33 -0.68 0.120
```

Results
* total charge: 0
* frontier orbital gap: 9.67 eV
* maximum force: 0.097 Eh/bohr
* SMILES: COCCOCCCOCC(F)(F)F.O=C1CCCO1.O=C1CCCO1.O=C1CCCO1
* energy relative to the best compared isomer or geometry (same formula, charge and spin): 0.0 kJ/mol

=====

Entry 3:
DFT (the ωB97M-V functional and the def2-TZVPD basis) results for C20H33F6I2O4S as an isolated structure in a non-equilibrium geometry.

```
66
Properties=species:S:1:pos:R:3:lowdin_charge:R:1
C -1.79 2.56 -3.78 -0.093
C -1.59 4.09 -3.61 -0.214
C -1.58 4.57 -2.13 -0.202
C -0.23 5.05 -1.61 -0.205
C 0.72 3.98 -1.11 -0.193
C 0.19 3.07 -0.01 -0.202
C 0.12 3.80 1.34 -0.197
C -0.87 3.18 2.30 -0.224
C -0.38 1.80 2.79 -0.354
S -1.59 0.45 2.60 0.997
C -0.90 -0.59 1.35 -1.052
I 0.87 -1.50 2.02 1.084
C -1.39 -0.81 0.14 -0.834
C -0.75 -1.67 -0.89 -0.165
I -3.19 0.09 -0.46 1.042
H -2.43 2.35 -4.63 0.069
H -0.88 1.95 -3.84 0.043
H -2.32 2.23 -2.90 0.018
H -0.68 4.38 -4.13 0.102
H -2.47 4.53 -4.05 0.096
H -2.05 3.85 -1.48 0.085
H -2.21 5.45 -2.11 0.104
H 0.24 5.60 -2.41 0.114
H -0.39 5.75 -0.79 0.100
H 1.60 4.50 -0.72 0.121
H 1.05 3.38 -1.94 0.088
H -0.79 2.66 -0.22 0.087
H 0.88 2.23 0.07 0.108
H -0.21 4.81 1.13 0.113
H 1.10 3.88 1.79 0.128
H -0.96 3.82 3.17 0.118
H -1.86 3.14 1.84 0.103
H -0.11 1.79 3.83 0.093
H 0.47 1.51 2.19 0.048
H -2.65 1.08 2.06 -0.056
H -0.25 -2.52 -0.45 0.053
H 0.02 -1.05 -1.35 0.071
H -1.44 -1.94 -1.67 0.068
C -1.67 -3.63 4.29 -0.063
C -1.01 -4.67 3.40 -0.221
O -0.80 -5.90 4.11 0.035
C -1.86 -6.68 4.25 -0.390
O -2.96 -6.46 3.84 0.176
C -1.47 -7.97 4.99 -0.550
F -0.73 -7.69 6.07 0.170
F -0.75 -8.76 4.18 0.171
F -2.55 -8.64 5.37 0.184
H -1.08 -3.48 5.19 0.091
H -1.75 -2.68 3.76 0.041
H -2.66 -3.95 4.59 0.083
H -0.03 -4.33 3.09 0.072
H -1.60 -4.85 2.50 0.128
C 4.63 -2.59 -2.71 -0.055
C 4.93 -1.11 -2.79 -0.177
O 3.87 -0.39 -3.47 0.052
C 2.79 -0.12 -2.77 -0.402
O 2.58 -0.40 -1.62 0.132
C 1.80 0.67 -3.64 -0.533
F 1.64 0.12 -4.84 0.186
F 2.23 1.92 -3.82 0.179
F 0.60 0.70 -3.03 0.120
H 4.44 -3.00 -3.70 0.088
H 5.47 -3.12 -2.27 0.088
H 3.74 -2.78 -2.10 0.073
H 5.82 -0.94 -3.39 0.130
H 5.10 -0.68 -1.81 0.127
```

Results
* total charge: +1
* frontier orbital gap: 9.04 eV
* maximum force: 0.026 Eh/bohr

=====

Entry 4:
DFT (the ωB97M-V functional and the def2-TZVPD basis) results for C20H33MoN3O6S2Si2 as an isolated structure in a non-equilibrium geometry.

```
67
Properties=species:S:1:pos:R:3:lowdin_charge:R:1
Mo 0.70 0.53 -0.36 1.297
N 2.60 2.26 0.06 -0.016
C 3.81 1.97 -0.70 -0.229
C 3.83 0.47 -1.03 -0.173
N 2.53 0.01 -1.52 -0.194
C 2.38 0.01 -2.97 -0.175
C 1.77 1.35 -3.38 -0.196
N 0.66 1.61 -2.46 -0.058
H 2.52 3.25 0.25 0.098
H 2.63 1.78 0.96 0.069
H 4.74 2.22 -0.16 0.124
H 3.79 2.57 -1.62 0.100
H 4.06 -0.07 -0.10 0.099
H 4.63 0.26 -1.76 0.129
H 2.39 -0.95 -1.17 0.059
H 1.68 -0.79 -3.24 0.110
H 3.33 -0.17 -3.49 0.128
H 1.43 1.31 -4.43 0.125
H 2.51 2.15 -3.29 0.106
H -0.20 1.22 -2.84 0.054
H 0.50 2.61 -2.37 0.064
O 1.86 -2.17 -0.01 -0.341
S 2.34 -1.61 1.26 0.511
O 3.74 -1.90 1.49 -0.279
O 2.09 -0.16 1.27 -0.465
C 1.40 -2.37 2.56 -0.231
C 1.80 -3.64 2.94 -0.044
C 1.09 -4.33 3.90 -0.055
C -0.05 -3.76 4.45 -0.052
C -0.45 -2.49 4.06 -0.038
C 0.28 -1.78 3.12 -0.210
S -0.30 -0.13 2.69 0.503
O -1.60 -0.02 3.31 -0.280
O 0.66 0.86 3.10 -0.287
O -0.46 -0.21 1.21 -0.585
H 2.69 -4.05 2.47 0.118
H 1.41 -5.32 4.21 0.109
H -0.62 -4.29 5.20 0.109
H -1.34 -2.02 4.45 0.113
C -1.34 3.65 -1.09 -0.231
Si -1.17 2.12 0.11 0.575
C -1.24 2.96 1.84 -0.199
C -2.80 1.14 -0.16 -0.300
C -4.02 1.64 0.30 -0.099
C -5.20 0.93 0.16 -0.090
C -5.17 -0.31 -0.46 -0.091
C -3.97 -0.82 -0.92 -0.107
C -2.78 -0.11 -0.78 -0.300
Si -1.10 -0.93 -1.27 0.569
C -1.22 -2.71 -0.57 -0.195
C -1.24 -1.21 -3.20 -0.216
H -2.10 4.32 -0.71 0.019
H -1.65 3.36 -2.09 0.012
H -0.42 4.22 -1.17 0.005
H -1.83 3.87 1.85 0.028
H -0.24 3.21 2.18 0.014
H -1.65 2.26 2.57 0.008
H -4.04 2.60 0.79 0.098
H -6.13 1.33 0.54 0.100
H -6.08 -0.88 -0.58 0.099
H -3.95 -1.79 -1.40 0.093
H -2.00 -3.30 -1.04 0.024
H -1.42 -2.66 0.50 0.025
H -0.27 -3.23 -0.71 0.008
H -2.14 -1.77 -3.41 0.020
H -0.41 -1.80 -3.57 0.007
H -1.29 -0.30 -3.79 0.006
```

Results
* total charge: 0
* frontier orbital gap (alpha / beta): 8.31 / 8.10 eV
* maximum force: 0.044 Eh/bohr
* 2S+1: 3
* ⟨S²⟩: 2.02

=====

Entry 5:
DFT (the ωB97M-V functional and the def2-TZVPD basis) results for an isolated ion of composition C20H33N6O6S and charge +1 in a non-equilibrium geometry.

```
66
Properties=species:S:1:pos:R:3:lowdin_charge:R:1
C 1.80 2.40 3.64 -0.064
C 1.75 1.03 2.93 -0.237
N 0.91 1.21 1.73 0.054
C 0.87 0.07 0.83 -0.274
C 0.99 -1.30 1.49 -0.086
C -0.19 -1.67 2.42 -0.186
C -1.19 -2.61 1.71 -0.191
C -2.54 -2.80 2.45 -0.265
N -2.43 -2.50 3.88 -0.004
N -0.37 0.18 0.02 0.136
C -1.74 0.41 0.52 -0.060
C -2.27 1.82 0.29 -0.126
O -2.02 2.58 1.48 -0.070
C -1.65 3.89 1.17 -0.287
O -0.53 4.15 0.90 0.138
C -0.18 0.05 -1.25 -0.088
C -1.16 0.15 -2.36 -0.123
C -0.82 1.46 -3.15 -0.441
S -2.27 2.21 -3.93 1.029
C -2.93 0.84 -4.84 -0.692
N -4.13 0.88 -5.28 0.053
N -4.32 -0.33 -5.93 0.070
C -3.24 -0.99 -5.81 -0.146
O -2.27 -0.29 -5.11 0.022
C 1.29 -0.27 -1.57 -0.183
O 1.32 -1.66 -1.73 0.059
C 2.00 0.31 -0.32 -0.368
O 2.02 1.72 -0.54 0.088
C 3.22 2.25 -0.53 -0.295
N 4.26 2.70 -0.68 0.210
O 3.12 -0.26 0.18 -0.022
C 4.10 -0.75 -0.76 -0.181
C 4.20 -2.28 -0.75 -0.045
H 2.42 2.36 4.53 0.079
H 2.13 3.16 2.94 0.078
H 0.78 2.67 3.92 0.074
H 1.30 0.32 3.62 0.111
H 2.77 0.76 2.68 0.121
H -0.02 1.46 2.07 0.098
H 1.01 -2.05 0.69 0.118
H 1.92 -1.42 2.03 0.126
H -0.67 -0.80 2.88 0.088
H 0.23 -2.25 3.24 0.121
H -0.71 -3.59 1.69 0.117
H -1.34 -2.33 0.66 0.092
H -2.84 -3.84 2.37 0.111
H -3.29 -2.15 1.98 0.096
H -2.35 -1.49 4.00 0.055
H -3.30 -2.74 4.34 0.074
H -2.39 -0.33 0.06 0.133
H -1.80 0.21 1.59 0.125
H -3.36 1.74 0.18 0.144
H -1.87 2.30 -0.60 0.116
H -2.46 4.63 1.20 0.157
H -0.96 -0.68 -3.04 0.128
H -2.20 0.12 -2.05 0.118
H -0.47 2.21 -2.44 0.080
H -0.03 1.29 -3.87 0.091
H -3.00 -1.98 -6.17 0.136
H 1.65 0.31 -2.42 0.174
H 1.45 -1.84 -2.67 0.133
H 5.06 -0.37 -0.42 0.128
H 3.97 -0.34 -1.77 0.126
H 4.97 -2.61 -0.05 0.081
H 4.50 -2.60 -1.75 0.084
H 3.25 -2.75 -0.50 0.065
```

Results
* total charge: +1
* frontier orbital gap: 8.04 eV
* maximum force: 0.074 Eh/bohr
* SMILES: CCN[C@@]1(CCCCN)[N+](CCOC=O)=C(CCSc2nnco2)[C@H](O)[C@]1(OC#N)OCC

=====

Entry 6:
DFT (the ωB97M-V functional and the def2-TZVPD basis) results for a single C20H33NO2 molecule in a non-equilibrium geometry.

```
56
Properties=species:S:1:pos:R:3:lowdin_charge:R:1
C 4.40 -0.89 2.54 -0.160
C 4.70 -0.88 0.90 -0.250
C 3.23 -1.24 0.20 -0.247
C 3.23 -0.69 -1.36 -0.230
C 1.87 -1.25 -2.08 -0.231
C 0.52 -1.18 -1.09 -0.215
C -0.77 -1.37 -2.09 -0.207
C -2.22 -1.01 -1.43 -0.138
C -2.26 0.36 -0.53 -0.049
C -2.28 0.35 0.97 -0.052
C -2.23 -1.01 1.88 -0.158
C -3.52 -2.00 1.74 -0.176
C -2.90 -3.52 1.42 -0.290
N -3.82 -4.34 0.51 -0.063
C -2.37 1.81 1.77 -0.178
O -3.06 1.84 2.93 -0.046
C -1.64 3.09 1.05 0.051
C -1.61 3.12 -0.45 -0.088
C -0.91 4.44 -1.15 -0.160
C 0.65 4.04 -1.54 -0.235
C 1.69 4.18 -0.24 -0.136
C -2.33 1.87 -1.24 -0.134
O -2.98 2.07 -2.40 -0.036
H 4.06 -1.97 2.82 0.078
H 5.33 -0.52 3.17 0.073
H 3.48 -0.17 2.78 0.077
H 5.47 -1.73 0.62 0.108
H 4.99 0.18 0.50 0.105
H 2.43 -0.67 0.88 0.105
H 3.02 -2.41 0.18 0.122
H 4.21 -0.99 -1.93 0.121
H 3.13 0.49 -1.33 0.109
H 2.09 -2.35 -2.43 0.116
H 1.69 -0.61 -3.07 0.111
H 0.57 -2.15 -0.40 0.115
H 0.53 -0.18 -0.48 0.110
H -0.80 -2.53 -2.37 0.126
H -0.54 -0.81 -3.11 0.115
H -2.61 -1.97 -0.89 0.086
H -2.97 -0.82 -2.34 0.133
H -1.19 -1.52 1.69 0.111
H -2.20 -0.66 3.02 0.124
H -4.29 -1.66 0.89 0.126
H -4.16 -2.12 2.74 0.118
H -2.59 -4.08 2.40 0.122
H -1.89 -3.38 0.80 0.094
H -3.62 -5.34 0.74 0.065
H -3.51 -4.11 -0.48 0.062
H -1.16 3.92 1.72 0.123
H -1.50 4.85 -2.10 0.129
H -0.83 5.29 -0.33 0.117
H 0.66 2.91 -1.83 0.099
H 1.04 4.72 -2.42 0.110
H 1.11 3.99 0.78 0.066
H 2.16 5.27 -0.20 0.084
H 2.52 3.35 -0.33 0.068
```

Results
* total charge: 0
* frontier orbital gap: 7.93 eV
* maximum force: 0.162 Eh/bohr
* SMILES: CCCCCCCCC1=C(CCCN)C(=O)C=C(CCC)C1=O
* energy relative to the best compared isomer or geometry (same formula, charge and spin): 1312.9 kJ/mol

=====

Entry 7:
DFT (the ωB97M-V functional and the def2-TZVPD basis) results for C20H34AlBrCa2ClF6KLiN2O10PS3 as an isolated structure in a non-equilibrium geometry.

```
83
Properties=species:S:1:pos:R:3:lowdin_charge:R:1
C 3.92 -2.84 1.47 -0.058
C 4.15 -1.41 0.96 -0.401
C 3.06 -0.44 1.25 -0.236
O 1.91 -0.83 0.56 -0.040
C 0.81 -0.01 0.66 -0.453
P 0.01 0.06 2.42 0.642
S 0.25 -1.51 3.64 0.005
N -0.16 -0.66 -0.26 0.034
C -0.50 -2.07 0.19 -0.190
C -1.83 -2.22 0.93 -0.192
C -2.71 -3.39 0.43 -0.060
C -4.11 -2.94 0.16 -0.522
O -4.74 -3.33 -0.77 0.147
O -4.66 -2.04 1.03 0.062
C 0.30 -0.68 -1.70 -0.194
C -0.82 -0.50 -2.70 -0.414
S -2.21 -1.64 -2.52 0.966
C -3.55 -0.47 -2.94 -0.505
C -3.69 0.63 -1.90 -0.170
C 1.48 0.29 -2.03 -0.192
N 1.26 1.32 -3.18 0.205
C 2.34 1.73 -3.43 -0.665
S 3.80 2.33 -3.61 0.718
O 2.03 1.06 -1.02 -0.076
C 1.16 1.38 0.06 -0.332
C 1.97 2.27 1.04 -0.077
C 3.28 2.75 0.44 -0.349
O 3.81 3.82 1.19 -0.040
C 0.01 2.28 -0.42 0.015
C -1.06 2.56 0.59 -0.509
O -2.11 2.00 0.52 0.140
O -0.83 3.47 1.58 0.098
H 3.74 -3.54 0.66 0.079
H 4.79 -3.22 2.01 0.068
H 3.07 -2.94 2.14 0.084
H 5.12 -1.03 1.36 -0.016
H 4.23 -1.44 -0.14 0.043
H 2.96 -0.29 2.33 0.149
H 3.45 0.45 0.81 0.047
H -1.34 0.25 2.09 -0.004
H 0.42 1.24 3.04 0.011
H -1.05 -0.14 -0.26 0.148
H -0.52 -2.74 -0.65 0.054
H 0.25 -2.46 0.85 0.088
H -1.47 -2.47 1.94 -0.002
H -2.42 -1.31 1.01 0.094
H -2.34 -3.84 -0.47 0.123
H -2.80 -4.12 1.23 0.138
H -5.56 -1.98 0.69 0.050
H 0.71 -1.67 -1.85 0.152
H -0.38 -0.70 -3.68 0.097
H -1.22 0.50 -2.72 0.068
H -4.47 -0.99 -3.11 0.079
H -3.22 0.05 -3.85 0.016
H -3.73 0.23 -0.89 0.045
H -2.84 1.31 -1.93 0.038
H -4.55 1.24 -2.14 0.082
H 2.27 -0.34 -2.42 0.159
H 2.19 1.78 1.98 0.105
H 1.43 3.17 1.30 0.115
H 3.07 3.19 -0.55 0.111
H 4.00 1.92 0.41 0.005
H 3.22 4.59 1.01 0.075
H -0.49 1.93 -1.32 0.119
H 0.46 3.23 -0.70 0.153
H -0.96 4.36 1.23 0.147
C -6.80 -5.10 1.07 -0.933
O -6.48 -4.58 2.21 -0.185
O -7.60 -4.27 0.32 -0.419
O -6.47 -6.17 0.60 0.022
Ca -7.89 -2.55 1.27 1.531
F 3.03 7.13 -1.46 -0.187
Al 2.37 7.27 0.09 -0.154
F 1.12 8.36 0.10 -0.157
F 3.58 7.68 1.17 -0.166
F 1.82 5.66 0.50 -0.189
Li -1.43 -2.88 3.83 0.619
Br 6.10 0.13 -0.13 0.142
F -4.03 0.98 -5.09 -0.746
K 6.87 -2.32 -0.38 0.748
Ca 5.38 2.43 -1.23 1.161
F 0.72 -4.00 -0.54 -0.651
Cl 1.11 -2.96 5.64 -0.510
```

Results
* total charge: 0
* frontier orbital gap: 2.87 eV
* maximum force: 0.093 Eh/bohr
* energy relative to the best compared isomer or geometry (same formula, charge and spin): 0.0 kJ/mol